{"formula": "C5H9NO6", "method": "wB97M-V/def2-TZVPD", "relative_energy_kj_mol": 747.7, "mol_weight_g_mol": 179.13, "e_tot_ev": -19097.38930, "lumo_ha": [-0.070, -0.098], "homo_lumo_gap_ev": [8.14, 7.10], "elements": ["H", "O", "C", "C", "C", "C", "C", "O", "O", "O", "N", "O", "O", "H", "H", "H", "H", "H", "H", "H", "H"], "xyz": [[-0.1626, -3.0633, -1.5228], [-0.0041, -2.6095, -0.6509], [-1.1008, -1.8053, -0.3765], [-0.7701, -0.8562, 0.7791], [-0.1280, 0.4858, 0.3162], [0.1708, 1.4287, 1.4897], [-0.7614, 1.2150, -0.9026], [-1.2660, 0.7821, -1.8941], [1.0401, -0.0230, -0.1582], [1.5355, 1.4618, -1.3571], [2.6701, 0.9823, -1.7199], [3.2016, 1.6395, -2.6359], [0.1860, -1.5132, 1.5671], [0.2597, -1.0912, 2.4391], [-1.4744, -1.2825, -1.2709], [-1.9025, -2.4435, 0.0190], [-1.6908, -0.6428, 1.3841], [-0.7182, 1.6067, 2.1105], [1.0211, 1.0126, 2.0493], [0.5034, 2.4001, 1.0985], [-0.6093, 2.3159, -0.7638]]}